The following is a quantum chemistry calculation of 2 unconnected molecules or ions with the total composition C3H7N2O2 in a non-equilibrium geometry, from OMol25.

Each line ends with the Löwdin charge.
Positions of all 14 atoms, in Å:
H (-0.864, -2.455, 0.598)  0.063
H (1.002, 2.255, -0.301)  0.130
C (0.375, 0.400, 0.015)  0.035
N (4.572, 0.447, -0.273)  -0.222
N (-0.346, -0.587, -0.235)  0.029
C (0.057, 1.764, 0.091)  -0.015
C (-0.112, -1.989, 0.116)  0.007
H (0.827, -2.040, 0.630)  0.098
H (0.050, -2.501, -0.894)  0.141
O (5.286, -0.097, 0.451)  0.174
H (-1.398, -0.545, -0.572)  0.245
H (-0.833, 2.102, -0.470)  0.129
O (3.438, 0.678, -0.432)  0.085
H (-0.061, 2.047, 1.097)  0.100

Its total charge is +1. The calculation puts the energy above the lowest of the compared OMol25 structures with the same formula, charge and spin at 157.9 kcal per mole. As for the orbital gap (spin up / spin down): 11.02 / 6.30 eV.

---

The following is a quantum chemistry calculation of a single C19H23N5O3 molecule in a non-equilibrium geometry, from OMol25.

Each line ends with the Löwdin charge.
Positions of all 50 atoms, in Å:
H (3.643, 3.079, 2.143)  0.093
H (2.088, 4.394, 3.634)  0.086
C (1.211, 1.499, -1.877)  -0.430
C (1.834, 2.332, 3.053)  -0.569
C (0.877, 2.008, 0.856)  -0.513
H (1.863, 0.752, 4.516)  0.089
H (-2.013, -1.388, -1.291)  0.104
C (1.284, 1.032, 3.640)  -0.019
N (-1.085, -6.506, -1.707)  0.123
C (-2.870, -3.332, -1.135)  -0.001
H (-2.355, 3.638, -0.933)  0.115
H (-4.172, -7.557, -0.935)  0.103
C (-3.362, -6.865, -1.123)  -0.114
O (1.009, 2.775, 1.950)  0.040
H (3.346, 1.361, 1.858)  0.080
C (-1.338, -5.183, -1.597)  -0.215
H (3.910, 1.908, 3.444)  0.089
N (0.291, -0.693, -1.890)  0.057
H (2.217, -0.200, -2.360)  0.168
O (1.378, 0.919, 0.668)  0.093
C (-0.458, 3.947, 0.050)  -0.129
C (3.281, 2.158, 2.593)  -0.017
H (-3.861, -3.004, -0.862)  0.114
C (-0.664, 3.175, -2.197)  -0.111
C (-0.561, -2.901, -1.726)  -0.199
H (0.693, 3.605, 4.371)  0.086
C (-2.075, -7.323, -1.474)  -0.116
H (1.344, 0.235, 2.905)  0.078
H (0.244, 1.165, 3.931)  0.091
C (-0.312, -4.253, -1.835)  0.035
H (0.664, -4.629, -2.101)  0.119
H (0.363, 4.671, -0.005)  0.133
H (1.486, -2.353, -2.215)  0.129
C (-0.131, 2.009, -1.360)  -0.183
O (2.156, 2.222, -2.092)  0.094
C (-2.638, -4.721, -1.243)  -0.221
C (1.729, 3.467, 4.072)  -0.023
C (0.499, -1.947, -1.967)  -0.090
C (-1.858, -2.452, -1.371)  -0.015
H (0.181, 3.713, -2.629)  0.121
N (-3.639, -5.593, -1.010)  0.123
N (0.058, 2.596, -0.042)  0.017
H (-1.863, -8.381, -1.562)  0.103
H (-1.321, 2.839, -2.996)  0.119
H (-0.835, 1.172, -1.301)  0.137
H (-0.979, 4.085, 0.999)  0.126
C (-1.373, 4.052, -1.166)  -0.149
H (2.324, 3.234, 4.950)  0.088
H (-1.496, 5.078, -1.504)  0.112
N (1.286, 0.159, -2.128)  0.056

The calculation puts the energy above the lowest of the compared OMol25 structures with the same formula, charge and spin at 28.2 kcal per mole. As for the orbital gap: 8.09 eV. Its SMILES is CC(C)(C)OC(=O)N1CCC[C@H]1C(=O)N/N=C/c1ccc2nccnc2c1.

---

The following is a quantum chemistry calculation of a single C2H4N2O2 molecule, from OMol25.

Each line ends with the Löwdin charge.
Positions of all 10 atoms, in Å:
H (-0.603, 2.133, 0.108)  0.100
H (-0.199, 1.924, 1.763)  0.109
C (0.316, -1.516, -0.967)  -0.298
O (0.004, -2.017, -2.020)  0.046
H (-0.740, 0.214, -1.229)  0.151
N (-0.097, -0.245, -0.595)  0.121
H (0.949, -2.004, -0.212)  0.141
O (0.756, -0.305, 1.537)  0.065
C (0.134, 0.284, 0.679)  -0.592
N (-0.454, 1.505, 0.882)  0.157

The calculation puts the energy above the lowest of the compared OMol25 structures with the same formula, charge and spin at 4.4 kcal per mole. As for the orbital gap: 10.90 eV. Its SMILES is NC(=O)NC=O.

---

The following is a quantum chemistry calculation of a single CH5N molecule in a non-equilibrium geometry, from OMol25.

Each line ends with the Löwdin charge.
Positions of all 7 atoms, in Å:
H (-0.939, -0.032, 0.944)  0.035
N (0.894, -0.011, -0.168)  -0.043
C (-0.575, -0.023, -0.032)  -0.174
H (-1.001, 0.922, -0.628)  0.116
H (1.201, -0.815, 0.108)  -0.037
H (-0.921, -0.835, -0.533)  0.023
H (1.341, 0.794, 0.310)  0.080

The calculation puts the energy above the lowest of the compared OMol25 structures with the same formula, charge and spin at 15.7 kcal per mole. As for the orbital gap: 10.52 eV. Its SMILES is CN.

---

The following is a quantum chemistry calculation of a molecular structure, C25H21BrN2O2Yb in a non-equilibrium geometry, from OMol25.

Each line ends with the Löwdin charge.
Positions of all 52 atoms, in Å:
H (-6.450, 0.755, 1.752)  0.125
H (-8.482, 3.074, -2.209)  0.101
H (-7.061, -0.809, -0.936)  0.120
H (3.363, 2.018, -4.091)  0.044
H (-0.539, -3.167, 0.683)  0.088
H (-6.336, 4.095, -1.407)  0.105
C (4.350, 2.602, -2.165)  -0.273
O (-3.320, 1.558, 1.333)  0.080
C (-4.615, -2.094, 1.428)  -0.037
H (-8.817, 0.599, -1.987)  0.101
C (-6.878, 0.260, -1.083)  -0.037
C (-0.142, -2.235, 1.086)  -0.238
C (-0.009, -0.208, 2.178)  -0.180
C (5.216, 1.877, -1.291)  -0.225
H (2.182, 0.080, 1.828)  0.095
Br (1.186, 2.230, -0.641)  -0.119
C (-4.559, -0.043, -0.060)  -0.279
Yb (0.055, -0.172, -0.739)  1.483
C (-0.890, -1.255, 1.802)  -0.195
O (-1.765, -1.240, -1.920)  -0.101
C (-3.319, 0.779, 0.383)  -0.420
H (5.657, 2.259, -0.372)  0.047
C (-7.882, 1.061, -1.651)  -0.082
H (-7.293, -0.484, 3.740)  0.103
C (-7.695, 2.447, -1.775)  -0.095
C (5.414, 0.572, -1.847)  -0.232
H (6.030, -0.215, -1.419)  0.040
C (-5.112, -0.825, 1.135)  -0.148
C (-6.524, -0.939, 3.109)  -0.073
C (1.294, -0.539, 1.714)  -0.235
C (-6.008, -2.203, 3.415)  -0.092
C (-6.066, -0.242, 1.984)  -0.016
H (-4.404, -1.592, -1.598)  0.165
N (-2.234, 0.427, -0.388)  0.048
H (-6.366, -2.744, 4.295)  0.100
N (-3.935, -0.904, -1.022)  0.151
C (-2.598, -0.619, -1.201)  -0.565
H (-1.934, -1.333, 2.095)  0.085
H (4.009, 3.624, -2.022)  0.047
H (-3.905, -2.561, 0.746)  0.112
H (-4.614, -3.747, 2.799)  0.102
C (4.004, 1.748, -3.255)  -0.249
H (2.067, -2.368, 0.658)  0.093
C (-5.498, 2.221, -0.779)  -0.013
C (1.223, -1.806, 1.059)  -0.251
C (-6.503, 3.021, -1.335)  -0.071
C (4.665, 0.493, -3.062)  -0.238
H (4.615, -0.365, -3.730)  0.036
C (-5.662, 0.840, -0.676)  -0.149
H (-0.290, 0.689, 2.728)  0.103
C (-5.040, -2.770, 2.578)  -0.077
H (-4.600, 2.690, -0.390)  0.114

Its total charge is -1. The calculation puts the energy above the lowest of the compared OMol25 structures with the same formula, charge and spin at 4.0 kcal per mole. As for the orbital gap (spin up / spin down): 4.40 / 3.73 eV. The spin multiplicity is 2. The expectation value of S² is 0.7509.

---

The following is a quantum chemistry calculation of a molecular structure, C9H28ClN6O4Sr, from OMol25.

Each line ends with the Löwdin charge.
Positions of all 49 atoms, in Å:
N (-1.242, -1.504, -1.420)  -0.055
C (-2.044, -1.124, 2.318)  -0.235
H (4.772, -1.978, -1.843)  0.120
H (2.455, -2.964, -1.514)  0.113
C (-1.991, 2.621, -0.976)  -0.233
Sr (0.416, 0.081, 0.073)  1.384
O (0.462, 2.107, 1.679)  -0.475
H (3.141, 1.023, -0.866)  0.077
C (3.346, -0.462, -2.254)  -0.254
H (3.686, -3.339, -0.319)  0.116
O (2.351, 0.732, 1.668)  -0.476
H (-0.234, -2.042, 2.589)  0.087
C (3.979, -1.463, -1.297)  -0.188
H (-3.987, 0.394, -0.726)  0.135
C (3.064, -2.532, -0.716)  -0.255
H (-0.223, -0.485, 3.023)  0.060
H (-2.247, 3.684, -0.979)  0.126
H (-3.535, 2.275, 0.466)  0.136
N (2.157, -2.005, 0.322)  -0.066
Cl (1.649, 1.748, 2.476)  0.678
H (-2.131, 0.983, 2.527)  0.127
N (-2.251, 0.583, 0.484)  -0.224
H (-0.049, 2.967, -0.460)  0.068
C (-2.382, -0.619, -1.731)  -0.242
H (2.320, 1.302, -2.230)  0.077
H (-0.255, 2.753, -2.055)  0.086
H (1.680, -2.787, 0.761)  0.076
H (-1.928, 2.529, 1.148)  0.112
H (2.713, -1.579, 1.062)  0.067
H (2.690, -0.987, -2.954)  0.114
C (-2.578, 0.224, 1.882)  -0.190
H (-2.388, -1.921, 1.655)  0.104
H (-1.582, -2.337, -0.947)  0.085
N (2.547, 0.573, -1.561)  -0.068
N (-0.541, 2.399, -1.148)  -0.041
O (1.216, 1.154, 3.703)  -0.301
C (-3.092, -0.180, -0.458)  -0.180
H (-3.117, -1.103, -2.381)  0.124
H (-2.517, 2.177, -1.822)  0.104
H (-1.989, 0.240, -2.276)  0.095
C (-2.470, 2.037, 0.338)  -0.197
H (-3.663, 0.262, 2.045)  0.138
O (2.472, 2.880, 2.670)  -0.255
H (4.140, -0.002, -2.847)  0.116
H (4.481, -0.927, -0.483)  0.123
H (-0.829, -1.836, -2.286)  0.086
H (-3.453, -1.080, 0.044)  0.118
N (-0.569, -1.126, 2.308)  -0.041
H (-2.453, -1.343, 3.309)  0.126

Its total charge is +1. The calculation puts the energy above the lowest of the compared OMol25 structures with the same formula, charge and spin at 0.3 kcal per mole. As for the orbital gap: 10.20 eV.